DFT (ωB97M-V/def2-TZVPD) results for a cluster of 2 separate species, C5H9O2Se in total in a non-equilibrium geometry.

Largest force on an atom (eV/Å): 5.45
Molecular weight (u): 180.1
Energy relative to the best compared isomer or geometry (same formula, charge and spin) (eV): 1.8430
Charge: -1
E (eV): -74770.65336
HOMO (Ha): -0.093
LUMO energy (eV): 3.45

The geometry in XYZ format:
```
17
Properties=species:S:1:pos:R:3:lowdin_charge:R:1
C 0.97 2.92 -0.14 -0.5188
C 1.22 -0.87 0.07 -0.1220
C -2.66 -1.98 -0.56 -0.7535
C 1.45 0.53 0.73 -0.1811
C 0.51 1.58 0.04 -0.1685
O 1.08 2.13 -1.16 0.1439
O 1.14 4.01 0.20 0.1622
Se -2.57 -0.40 0.52 0.1334
H 1.74 -1.50 0.83 0.0676
H 1.82 -0.85 -0.77 0.0251
H 0.10 -1.15 0.02 0.0409
H -2.16 -1.85 -1.49 -0.0504
H -2.03 -2.70 -0.20 -0.0773
H -3.78 -2.35 -0.76 0.0355
H 2.57 0.69 0.73 0.1140
H 1.10 0.35 1.84 0.1336
H -0.49 1.42 0.10 0.0154
```